#a
Here is a cluster of 8 separate species, H16O8 in total from the OMol25 dataset. Energies are from ωB97M-V with the def2-TZVPD basis set.

XYZ file:
```
24
H16O8 ωB97M-V with the def2-TZVPD basis set
O 4.66 -9.12 14.49
H 5.09 -9.71 13.86
H 3.84 -9.57 14.74
O 8.36 -9.61 15.84
H 8.94 -10.13 15.28
H 7.69 -9.26 15.25
O 6.83 -7.06 14.61
H 6.65 -6.31 15.19
H 6.10 -7.67 14.78
O 10.00 -11.01 13.83
H 9.47 -11.46 13.17
H 10.53 -10.37 13.34
O 5.00 -8.72 17.32
H 4.52 -9.42 17.77
H 5.17 -9.07 16.43
O 8.12 -7.02 17.28
H 8.04 -7.60 18.04
H 8.00 -7.61 16.52
O 10.19 -10.68 18.04
H 9.74 -10.27 17.29
H 10.54 -11.51 17.70
O 12.36 -11.80 15.38
H 11.46 -11.55 15.11
H 12.40 -12.75 15.25
```

Values from the calculation:
**Total charge**: 0
**Multiplicity**: 1
**LUMO level**: -0.36 eV
**HOMO-LUMO gap**: 10.0 eV

Here are the Löwdin charges for atoms 1 to 8, given in e:
1. O -0.04
2. H 0.07
3. H 0.07
4. O -0.05
5. H 0.01
6. H 0.02
7. O -0.05
8. H 0.05

#b
Here is a cluster of 8 separate species, H16O8 in total from the OMol25 dataset. Energies are from ωB97M-V with the def2-TZVPD basis set.

XYZ file:
```
24
H16O8 ωB97M-V with the def2-TZVPD basis set
O 0.67 -0.41 -0.12
H 0.86 0.26 0.56
H 0.86 0.04 -0.98
O 1.02 0.93 -2.53
H 0.31 1.26 -3.10
H 1.81 1.43 -2.80
O -1.33 -0.34 -3.75
H -1.32 0.02 -4.65
H -0.40 -0.35 -3.47
O -2.54 -0.08 2.50
H -1.62 0.14 2.30
H -2.61 0.03 3.45
O 3.08 -1.70 0.21
H 2.15 -1.37 0.07
H 2.98 -2.60 0.53
O -0.93 -2.78 -0.59
H -0.36 -2.01 -0.50
H -1.40 -2.84 0.24
O -1.49 2.98 1.54
H -0.83 2.41 1.13
H -1.10 3.24 2.38
O 0.36 0.71 2.46
H 1.15 1.24 2.66
H 0.67 -0.21 2.47
```

Values from the calculation:
**Total charge**: 0
**Multiplicity**: 1
**LUMO level**: -0.18 eV
**HOMO-LUMO gap**: 10.5 eV

Here are the Löwdin charges for atoms 1 to 8, given in e:
1. O -0.08
2. H 0.03
3. H 0.04
4. O -0.04
5. H 0.05
6. H 0.08
7. O -0.05
8. H 0.04

#c
Here is a cluster of 8 separate species, H16O8 in total from the OMol25 dataset. Energies are from ωB97M-V with the def2-TZVPD basis set.

XYZ file:
```
24
H16O8 ωB97M-V with the def2-TZVPD basis set
H -0.08 0.59 -1.61
H 0.53 -0.44 -0.82
H -4.61 0.01 -1.05
H -4.29 -0.82 -2.32
H -0.29 3.10 1.50
H 1.10 3.80 1.89
H 1.41 -2.93 -1.33
H 2.22 -3.05 0.09
H 5.31 1.39 -2.63
H 4.05 1.42 -1.68
H 2.51 -1.38 1.79
H 1.88 -1.82 3.09
H -3.19 -1.27 -0.50
H -2.58 -0.09 -1.05
H -3.29 0.41 2.27
H -2.14 0.23 3.21
O -0.34 -0.16 -1.17
O -4.17 -0.02 -1.90
O 0.58 3.32 1.18
O 2.13 -3.43 -0.79
O 4.66 1.91 -2.12
O 2.75 -1.57 2.77
O -3.08 -0.32 -0.30
O -2.35 0.37 2.22
```

Values from the calculation:
**Total charge**: 0
**Multiplicity**: 1
**LUMO level**: -0.18 eV
**HOMO-LUMO gap**: 8.5 eV

Here are the Löwdin charges for atoms 1 to 8, given in e:
1. H -0.01
2. H 0.05
3. H 0.05
4. H 0.02
5. H 0.01
6. H 0.07
7. H 0.09
8. H 0.00

#d
Here is a cluster of 8 separate species, H16O8 in total from the OMol25 dataset. Energies are from ωB97M-V with the def2-TZVPD basis set.

XYZ file:
```
24
H16O8 ωB97M-V with the def2-TZVPD basis set
H -0.23 -0.37 -0.61
H 0.63 0.35 0.41
H 0.47 -1.63 0.55
H -0.64 -1.76 1.58
H -2.23 3.19 2.16
H -2.78 4.57 2.45
H 5.54 0.42 -1.21
H 4.40 1.38 -0.88
H 2.04 -3.69 1.74
H 3.19 -2.99 2.46
H -2.62 -3.62 -2.44
H -2.96 -2.94 -1.12
H 2.53 2.63 -1.08
H 1.22 3.16 -1.65
H -5.08 0.40 -1.30
H -3.81 -0.32 -0.88
O -0.25 -0.03 0.29
O 0.32 -1.84 1.47
O -3.04 3.65 2.38
O 5.33 1.36 -1.12
O 2.77 -3.07 1.59
O -2.79 -2.75 -2.05
O 2.13 3.43 -1.45
O -4.12 0.49 -1.29
```

Values from the calculation:
**Total charge**: 0
**Multiplicity**: 1
**LUMO level**: -0.21 eV
**HOMO-LUMO gap**: 10.1 eV

Here are the Löwdin charges for atoms 1 to 8, given in e:
1. H 0.06
2. H 0.06
3. H 0.01
4. H 0.04
5. H 0.03
6. H 0.03
7. H 0.04
8. H 0.01

Short version: #a is the most stable of them.

#a
Here is a cluster of 8 separate species, H16O8 in total from the OMol25 dataset. Energies are from ωB97M-V with the def2-TZVPD basis set.

XYZ file:
```
24
H16O8 ωB97M-V with the def2-TZVPD basis set
H 0.11 1.65 -0.92
H 0.78 1.19 0.49
H 1.10 -2.65 0.77
H 0.05 -3.74 1.08
H -0.66 -1.72 3.14
H 0.47 -1.99 4.29
H -0.68 -1.67 0.83
H -0.63 -0.36 0.23
H 1.99 -0.06 -3.36
H 1.44 -1.61 -3.56
H -0.72 -1.38 -2.09
H -0.52 0.12 -1.89
H -1.39 0.64 1.96
H -0.74 1.54 2.84
H -1.09 4.76 -1.67
H -0.62 6.23 -1.51
O 0.28 0.90 -0.36
O 1.00 -3.53 0.93
O 0.20 -2.13 3.30
O -0.04 -1.05 0.42
O 1.21 -0.62 -3.45
O -0.64 -0.52 -2.50
O -0.58 0.66 2.41
O -0.32 5.33 -1.39
```

Values from the calculation:
**Total charge**: 0
**Multiplicity**: 1
**LUMO level**: -0.02 eV
**HOMO-LUMO gap**: 8.9 eV

Here are the Löwdin charges for atoms 1 to 8, given in e:
1. H 0.06
2. H 0.14
3. H -0.06
4. H 0.05
5. H 0.00
6. H 0.10
7. H 0.05
8. H -0.03

#b
Here is a cluster of 8 separate species, H16O8 in total from the OMol25 dataset. Energies are from ωB97M-V with the def2-TZVPD basis set.

XYZ file:
```
24
H16O8 ωB97M-V with the def2-TZVPD basis set
O -4.31 -2.40 4.03
H -3.81 -2.05 3.29
H -3.77 -2.22 4.80
O 2.74 2.15 1.65
H 2.37 1.81 2.47
H 3.22 2.94 1.91
O 1.16 4.12 -2.56
H 0.78 3.80 -3.37
H 2.05 3.78 -2.57
O 1.41 -2.30 3.18
H 2.35 -2.19 3.30
H 1.02 -1.84 3.93
O -1.55 -0.28 -4.68
H -1.20 -1.04 -5.15
H -1.46 -0.51 -3.76
O 5.07 2.37 -1.92
H 5.84 2.91 -1.73
H 4.68 2.20 -1.06
O -5.01 -3.62 -0.29
H -4.90 -2.67 -0.33
H -5.74 -3.80 -0.87
O -0.56 -0.39 -0.40
H -0.40 -1.08 0.25
H 0.04 0.31 -0.15
```

Values from the calculation:
**Total charge**: 0
**Multiplicity**: 1
**LUMO level**: -0.04 eV
**HOMO-LUMO gap**: 11.3 eV

Here are the Löwdin charges for atoms 1 to 8, given in e:
1. O -0.05
2. H 0.03
3. H 0.03
4. O -0.05
5. H 0.03
6. H 0.03
7. O -0.05
8. H 0.03

#c
Here is a cluster of 8 separate species, H16O8 in total from the OMol25 dataset. Energies are from ωB97M-V with the def2-TZVPD basis set.

XYZ file:
```
24
H16O8 ωB97M-V with the def2-TZVPD basis set
O 3.08 0.36 -1.55
H 3.47 -0.51 -1.54
H 3.42 0.76 -2.35
O 1.28 -2.25 -4.62
H 1.77 -2.82 -5.21
H 1.56 -2.52 -3.74
O -0.45 1.35 3.52
H 0.44 1.47 3.85
H -0.71 2.22 3.21
O 3.51 2.94 1.27
H 3.35 2.34 0.54
H 4.11 2.47 1.85
O -1.09 0.59 -3.15
H -0.64 -0.19 -3.49
H -0.90 0.59 -2.21
O -3.93 0.35 5.43
H -3.70 0.51 6.34
H -3.10 0.14 5.01
O -0.60 -0.65 0.28
H -0.72 -0.29 1.16
H 0.35 -0.60 0.13
O -3.65 -2.43 -1.47
H -2.90 -1.96 -1.10
H -3.97 -1.86 -2.16
```

Values from the calculation:
**Total charge**: 0
**Multiplicity**: 1
**LUMO level**: -0.08 eV
**HOMO-LUMO gap**: 11.0 eV

Here are the Löwdin charges for atoms 1 to 8, given in e:
1. O -0.05
2. H 0.03
3. H 0.04
4. O -0.05
5. H 0.03
6. H 0.03
7. O -0.05
8. H 0.03

Short version: #c is the most stable of them.

#a
Here is the ion C4H9N2O with charge +1 from the OMol25 dataset. Energies are from ωB97M-V with the def2-TZVPD basis set.

XYZ file:
```
16
C4H9N2O ωB97M-V with the def2-TZVPD basis set
C 0.90 0.05 0.23
C -1.47 1.33 -0.12
C -1.54 0.04 -0.86
C 1.19 -1.38 -0.02
N -0.20 0.60 -0.19
N 1.93 0.77 0.64
O -2.19 -0.97 -0.31
H -1.41 2.28 -0.67
H -1.86 1.31 0.89
H -1.52 0.05 -1.89
H 1.48 -1.88 0.99
H 0.10 -1.79 -0.27
H 1.89 -1.63 -0.73
H 2.76 0.42 1.08
H 1.87 1.77 0.66
H -1.92 -0.97 0.57
```

Values from the calculation:
**Total charge**: +1
**Multiplicity**: 3
**LUMO level (alpha / beta)**: -2.99 / -8.16 eV
**<S²>**: 2.0077
**HOMO-LUMO gap (alpha / beta)**: 7.0 / 7.2 eV

Here are the Löwdin charges for atoms 1 to 8, given in e:
1. C -0.47
2. C 0.04
3. C -0.23
4. C -0.01
5. N 0.15
6. N 0.26
7. O 0.13
8. H 0.15

#b
Here is a structure of composition C4H9N2O from the OMol25 dataset. Energies are from ωB97M-V with the def2-TZVPD basis set.

XYZ file:
```
16
C4H9N2O ωB97M-V with the def2-TZVPD basis set
C 0.26 0.26 -0.95
C -0.39 0.35 -2.17
C 1.63 0.53 -0.65
C -0.91 -0.86 2.71
N -0.74 -0.63 0.47
N -0.32 -0.25 1.56
O 0.46 0.63 1.75
H -1.29 0.81 -1.89
H -0.70 -0.58 -2.78
H 0.08 1.05 -2.95
H 1.93 0.55 0.33
H 1.91 1.48 -1.09
H 2.26 0.02 -1.35
H -0.89 -2.00 2.60
H -1.94 -0.56 2.71
H -0.36 -0.66 3.69
```

Values from the calculation:
**Total charge**: +1
**Multiplicity**: 3
**LUMO level (alpha / beta)**: -5.02 / -8.76 eV
**<S²>**: 2.0212
**HOMO-LUMO gap (alpha / beta)**: 7.6 / 7.4 eV

Here are the Löwdin charges for atoms 1 to 8, given in e:
1. C -0.08
2. C -0.08
3. C -0.06
4. C 0.04
5. N 0.36
6. N -0.41
7. O 0.17
8. H 0.07

Short version: #a is the most stable of them.